No. 1
# C40H36CeNO2P2

A structure of composition C40H36CeNO2P2 (ωB97M-V/def2-TZVPD, OMol25).

Element x y z (Å)
C: -2.955538 0.752767 -2.700101
C: -1.565960 0.685568 -2.903666
C: -1.082157 0.209092 -4.129237
C: -1.970508 -0.167103 -5.134202
C: -3.345868 -0.049152 -4.940935
C: -3.832523 0.428311 -3.725258
P: -0.442233 1.128231 -1.516676
C: 1.034844 1.726231 -2.422112
C: 2.214608 0.961004 -2.420782
C: 3.293328 1.352338 -3.219825
C: 3.198006 2.502880 -4.019370
C: 2.026074 3.272478 -4.017844
C: 0.950271 2.876039 -3.215481
Ce: 0.507774 -1.197207 0.284297
P: -2.100603 -1.747879 -0.576335
C: -2.015218 -2.677677 -2.123283
C: -3.182432 -3.078577 -2.791090
C: -3.096446 -3.725389 -4.028497
C: -1.840380 -3.955984 -4.607870
C: -0.673071 -3.552298 -3.947716
C: -0.752216 -2.923289 -2.706003
C: -1.407789 -2.798303 0.760874
C: -1.110986 -2.133690 2.013459
C: -0.216550 -2.752065 2.912119
C: 0.293014 -4.021961 2.645511
C: 0.019259 -4.662453 1.430653
C: -0.759024 -4.020545 0.464202
C: -3.746096 -1.344417 0.001815
C: -3.988645 -0.052538 0.512569
C: -5.231059 0.239017 1.072909
C: -6.191885 -0.781208 1.187630
C: -5.918326 -2.088387 0.758833
C: -4.678726 -2.378175 0.180400
C: -1.195948 2.719520 -1.003376
C: -2.050450 3.499516 -1.811029
C: -2.598510 4.691804 -1.313150
C: -2.246591 5.136747 -0.035108
C: -1.353612 4.390018 0.748089
C: -0.861031 3.182004 0.277659
H: -1.522997 -1.136848 2.238146
H: 0.059840 -2.214227 3.826022
H: 0.934840 -4.514466 3.372180
H: 0.437805 -5.650729 1.216583
H: -0.883554 -4.458308 -0.536749
H: -4.150130 -2.878639 -2.339492
H: -4.016363 -4.036334 -4.532592
H: -1.781996 -4.452881 -5.582261
H: 0.308931 -3.726025 -4.406157
H: 0.184696 -2.625461 -2.210689
H: -3.199027 0.704435 0.495257
H: -5.432437 1.249159 1.435438
H: -7.154511 -0.561478 1.644259
H: -6.643377 -2.892341 0.886665
H: -4.413996 -3.396595 -0.100574
H: -2.321512 3.177134 -2.810093
H: -3.297873 5.252756 -1.937179
H: -2.677327 6.063795 0.351185
H: -1.050879 4.763078 1.736256
H: -0.186348 2.581624 0.903467
H: 2.287239 0.039990 -1.825895
H: 4.205682 0.752349 -3.243423
H: 4.024611 2.788602 -4.664536
H: 1.931195 4.157268 -4.647334
H: 0.025688 3.446905 -3.231112
H: -0.003580 0.109709 -4.284334
H: -1.586358 -0.559534 -6.079163
H: -4.043202 -0.336174 -5.734411
H: -4.904807 0.537992 -3.542679
H: -3.356490 1.067255 -1.732022
H: -5.652664 -1.624491 -4.600831
H: -5.740513 -1.154630 -4.004741
O: 2.234114 -1.292701 1.929373
C: 2.483877 -0.039972 2.070233
C: 3.439270 0.627887 3.039432
C: 3.526523 2.018733 2.475477
C: 2.517469 2.104484 1.342383
O: 2.268466 3.056469 0.632890
N: 1.901668 0.835942 1.221924
H: 3.062872 0.677673 4.069784
H: 4.419330 0.158633 3.079105
H: 3.366475 2.779407 3.235748
H: 4.525395 2.212737 2.069615

Atoms 1-3, force components in eV/Å:
C 0.23 -0.08 0.08
C -0.16 -0.56 -0.03
C 0.08 0.00 0.33

Results
- LUMO (spin up / spin down): -6.93 / -6.88 eV
- Orbital gap (spin up / spin down): 6.58 / 6.63 eV
- Net charge: +2
- Highest occupied orbital energy (spin up / spin down): -0.497 / -0.497 Eh
- E: -79142.391 eV
- ΔE to the lowest compared entry with this formula, charge and spin: 0.000 eV
- Multiplicity: 2

=====

No. 2
# C6H9N

The molecule C6H9N (ωB97M-V/def2-TZVPD, OMol25).

Element x y z (Å)
C: -0.039747 1.903167 0.587961
C: -0.210685 0.498516 0.079298
C: -1.353176 -0.403429 0.439378
C: 0.041236 -0.763882 0.868594
C: 0.872624 -1.324629 -0.305165
N: 0.003677 -1.398468 -1.493715
C: 0.611931 -0.111692 -1.095291
H: 1.017843 2.133158 0.770625
H: -0.563625 2.026715 1.544362
H: -0.434154 2.660996 -0.100177
H: -2.003934 -0.030876 1.221718
H: -1.849172 -0.992113 -0.321565
H: 0.348322 -0.811276 1.906543
H: 1.776186 -1.918032 -0.204061
H: 0.574243 -1.777885 -2.249451
H: 1.252442 0.447336 -1.771689

Atoms 1-3, force components in eV/Å:
C 0.02 0.05 0.01
C -0.12 0.18 0.08
C -0.24 0.04 0.00

Results
- LUMO: 1.11 eV
- Orbital gap: 9.38 eV
- Highest occupied orbital energy: -0.304 Eh
- E: -7854.628 eV
- ΔE to the lowest compared entry with this formula, charge and spin: 3.532 eV
- Multiplicity: 1

=====

No. 3
# C20H31AuN2O2Sb

A structure of composition C20H31AuN2O2Sb (ωB97M-V/def2-TZVPD, OMol25).

Element x y z (Å)
Au: -1.059905 -0.852379 -0.563325
C: -4.725208 -1.637187 -3.244649
C: -3.818603 -0.975775 -2.217694
O: -2.947573 -1.739795 -1.714101
C: -4.049775 0.371028 -1.931337
C: -3.321792 1.264251 -1.079068
C: -3.811936 2.688968 -1.003655
N: -2.257423 0.944185 -0.394064
N: -1.725201 1.964688 0.406452
C: -0.453843 1.812652 0.676177
O: 0.329888 0.920578 0.209824
C: 0.127194 2.821926 1.627586
C: 1.499985 3.037914 1.649909
C: 2.061551 3.952715 2.532870
C: 1.253584 4.656527 3.416063
C: -0.119986 4.439366 3.405544
C: -0.679299 3.534590 2.512529
H: -4.108352 -2.153552 -3.981600
H: -5.377623 -0.923498 -3.751175
H: -5.340838 -2.388821 -2.744502
H: -4.879408 0.827758 -2.455389
H: -4.679179 2.835512 -1.646372
H: -3.013754 3.371284 -1.296983
H: -4.070199 2.942204 0.025674
H: 2.119892 2.474125 0.964355
H: 3.133759 4.114996 2.531130
H: 1.689581 5.364410 4.111071
H: -0.755509 4.970636 4.105217
H: -1.746507 3.356195 2.492137
C: 0.674341 -2.344579 2.051874
C: 0.067834 -3.236633 0.954364
C: 0.905739 -4.520661 0.829522
C: -1.365048 -3.612761 1.368035
C: 0.019820 -2.484570 -0.345379
H: 0.669403 -2.876340 3.008613
H: 0.103915 -1.418491 2.146148
H: 1.699879 -2.066041 1.803589
H: 0.944404 -5.060538 1.780198
H: 1.930625 -4.281725 0.530300
H: 0.473298 -5.187061 0.077515
H: -1.339419 -4.200952 2.290464
H: -1.858292 -4.193816 0.585703
H: -1.960538 -2.713750 1.532388
H: 0.556004 -2.982092 -1.161309
C: 5.241435 0.159580 -0.511282
Sb: 3.072812 -0.103607 -0.524421
C: 3.206510 -1.729855 -1.952956
C: 2.829679 1.371700 -2.066782
H: 5.659677 0.132486 -1.520372
H: 5.709988 -0.622661 0.091366
H: 5.477274 1.124711 -0.055095
H: 4.038026 -1.559879 -2.639645
H: 2.269494 -1.781041 -2.512003
H: 3.351306 -2.676800 -1.427659
H: 3.477922 1.129644 -2.910539
H: 3.083956 2.359529 -1.679019
H: 1.786441 1.380692 -2.386225

Atoms 1-3, force components in eV/Å:
Au -0.24 -1.76 -0.08
C -0.13 0.05 0.00
C -0.13 0.24 0.09

Results
- LUMO (spin up / spin down): 2.55 / 2.02 eV
- Orbital gap (spin up / spin down): 6.13 / 5.51 eV
- Net charge: -1
- Highest occupied orbital energy (spin up / spin down): -0.132 / -0.128 Eh
- E: -38545.548 eV
- ΔE to the lowest compared entry with this formula, charge and spin: 2.086 eV
- Multiplicity: 1

=====

No. 4
# C25H27ClNO5PtSeTe

A structure of composition C25H27ClNO5PtSeTe (ωB97M-V/def2-TZVPD, OMol25).

Element x y z (Å)
Pt: 0.384874 0.387260 0.210544
O: 2.245678 0.419242 3.885388
Cl: 1.832569 1.547696 3.088299
O: 1.784711 2.727947 3.922998
O: 0.481287 1.308507 2.578324
O: 2.748797 1.753668 1.998841
C: -1.587137 -5.406638 -8.491973
C: -1.232456 -4.551290 -7.303514
C: -2.211593 -3.963474 -6.520292
C: -1.897507 -3.159403 -5.423485
C: -3.029530 -2.600931 -4.605963
C: -0.555449 -2.907916 -5.102070
Te: 0.021156 -1.576978 -3.476820
N: 0.676672 0.441174 -1.749030
C: 0.602861 1.730744 -1.781199
O: 0.348174 2.358370 -0.663150
C: 0.811363 2.524683 -3.027588
C: 1.574770 2.019779 -4.075279
C: 1.779509 2.774283 -5.220954
C: 1.209804 4.036121 -5.337221
C: 0.444253 4.543048 -4.294072
C: 0.255165 3.795134 -3.140558
C: -1.140464 0.028364 -4.246671
C: -0.872229 0.564139 -5.511029
C: 0.143714 -0.024901 -6.451172
C: -1.551680 1.709932 -5.924599
C: -2.482701 2.336186 -5.116654
C: -3.154311 3.613653 -5.544061
C: -2.765498 1.766992 -3.882341
C: -2.120818 0.621442 -3.429022
C: -2.493284 0.090154 -2.074156
C: 0.442758 -3.536593 -5.867422
C: 1.911001 -3.360174 -5.568667
C: 0.093143 -4.336712 -6.950934
H: -2.667248 -5.533537 -8.573723
H: -1.135866 -6.398630 -8.416574
H: -1.231843 -4.957558 -9.422773
H: -3.256980 -4.139487 -6.758564
H: -3.976201 -3.060802 -4.895110
H: -3.118038 -1.520704 -4.729695
H: -2.857521 -2.782324 -3.543600
H: 2.000349 1.028961 -3.967236
H: 2.379142 2.374042 -6.030839
H: 1.363701 4.623027 -6.235902
H: -0.001335 5.528177 -4.379074
H: -0.318323 4.176424 -2.305096
H: 1.064074 -0.270525 -5.919328
H: 0.375665 0.683980 -7.247859
H: -0.222243 -0.949669 -6.903449
H: -1.306803 2.143069 -6.889898
H: -2.781767 3.945676 -6.514034
H: -2.962212 4.408970 -4.820449
H: -4.237862 3.490433 -5.618840
H: -3.497496 2.239526 -3.233778
H: -3.447192 0.511308 -1.751416
H: -1.732960 0.341444 -1.330755
H: -2.565706 -0.997418 -2.074163
H: 2.128766 -3.454887 -4.506653
H: 2.252753 -2.366321 -5.868386
H: 2.499927 -4.103806 -6.109106
H: 0.881239 -4.808135 -7.532735
Se: 0.347553 -1.877915 0.712965

Atoms 1-3, force components in eV/Å:
Pt 0.26 0.66 0.44
O -0.01 -0.04 -0.08
Cl 0.27 0.17 0.38

Results
- LUMO (spin up / spin down): 3.87 / 3.87 eV
- Orbital gap (spin up / spin down): 5.32 / 5.03 eV
- Net charge: -2
- Highest occupied orbital energy (spin up / spin down): -0.053 / -0.043 Eh
- E: -126493.569 eV
- ΔE to the lowest compared entry with this formula, charge and spin: 0.000 eV
- Multiplicity: 2